65
Properties=species:S:1:pos:R:3:mulliken_spin:R:1 method="wB97M-V/def2-TZVPD" total_energy_ha=-2941.123421 orbital_gap_ev="7.55 / 7.73" de_lowest_kcal_mol=85.8 spin_multiplicity=6 lumo_ev="-0.1 / -0.1" e_homo_ha="-0.2799 / -0.2873"
Mn 0.16 0.16 -0.83 4.737
C -2.89 1.87 -0.31 0.008
O -3.61 0.67 0.07 0.002
O -1.64 1.40 -0.75 0.060
C -3.81 2.83 -1.18 0.000
F -4.34 3.88 -0.52 0.000
F -3.12 3.41 -2.18 0.000
F -4.84 2.27 -1.82 0.000
C -4.67 0.74 1.01 0.001
C -5.38 -0.57 1.06 0.000
H -4.70 -1.42 1.14 0.000
H -6.22 -0.71 1.74 0.000
H -5.89 -0.87 0.15 0.000
H -5.34 1.59 0.89 0.000
H -4.28 0.84 2.02 0.000
H -2.65 2.42 0.59 0.007
C 2.62 2.40 -0.02 0.012
O 3.23 1.26 0.66 -0.001
O 1.62 1.80 -0.85 0.042
C 2.38 3.60 0.99 0.000
F 1.75 3.23 2.14 0.000
F 3.41 4.39 1.34 0.001
F 1.63 4.53 0.39 0.000
C 4.45 1.55 1.45 0.001
C 4.82 0.33 2.29 0.000
H 4.02 -0.10 2.89 0.000
H 5.11 -0.47 1.61 0.000
H 5.72 0.52 2.87 0.000
H 4.38 2.39 2.14 0.000
H 5.30 1.81 0.82 0.000
H 3.43 2.62 -0.71 0.002
C -0.75 -1.71 -4.55 0.007
C -0.74 -1.06 -3.17 -0.018
C -0.90 -2.18 -2.16 0.036
O -1.05 -1.51 -0.86 -0.032
C -1.76 -2.29 0.14 0.015
N 0.48 -0.27 -2.91 0.075
H -0.19 -2.65 -4.59 0.000
H -0.41 -1.04 -5.34 -0.001
H -1.77 -2.04 -4.74 0.000
H -1.59 -0.39 -3.03 -0.004
H -0.07 -2.88 -2.12 -0.007
H -1.82 -2.74 -2.38 0.001
H -1.51 -3.34 0.28 0.001
H -2.85 -2.24 0.06 0.003
H -1.50 -1.85 1.10 0.001
H 1.30 -0.83 -3.10 0.001
H 0.63 0.25 -3.76 0.008
C 2.85 -2.81 1.04 0.005
C 1.58 -2.02 0.69 -0.009
C 1.08 -1.13 1.87 0.029
O 0.18 -0.11 1.35 -0.071
C -0.25 0.80 2.31 0.014
N 1.89 -1.15 -0.45 0.072
H 2.67 -3.34 1.97 0.000
H 3.72 -2.18 1.18 -0.003
H 2.95 -3.49 0.20 -0.001
H 0.83 -2.73 0.35 0.002
H 1.81 -0.57 2.46 0.002
H 0.55 -1.80 2.55 0.001
H -1.01 1.48 1.93 0.001
H 0.58 1.42 2.67 0.004
H -0.57 0.30 3.22 0.001
H 2.63 -0.53 -0.15 -0.011
H 2.38 -1.73 -1.12 0.005